C18H43N13O28 | ωB97M-V/def2-TZVPD

The geometry in XYZ format:
```
102
Properties=species:S:1:pos:R:3
C 0.664 3.506 1.584
C 1.644 2.378 1.186
N 1.725 1.284 2.200
C 2.615 1.624 3.229
C 3.955 1.543 3.195
O 4.719 1.133 2.188
C 4.466 2.069 4.498
O 5.552 2.495 4.740
O 3.409 2.057 5.377
C 2.258 2.138 4.568
O 1.228 2.566 4.982
H 1.183 4.465 1.598
H -0.138 3.604 0.854
H 0.257 3.360 2.584
H 1.383 1.968 0.213
H 2.629 2.831 1.071
H 0.796 1.225 2.603
H 5.655 1.293 2.392
C 0.899 -2.424 0.210
N 0.373 -1.311 -0.624
O 0.153 -0.257 -0.077
O 0.189 -1.546 -1.806
H 1.003 -2.061 1.227
H 0.181 -3.232 0.140
H 1.861 -2.718 -0.200
C -0.774 -1.334 -5.020
N -0.377 -2.392 -5.986
O -1.087 -3.380 -6.080
O 0.624 -2.211 -6.640
H -1.699 -1.640 -4.554
H 0.024 -1.255 -4.287
H -0.898 -0.410 -5.576
C -1.240 4.487 6.561
N -1.827 5.655 5.853
O -2.146 6.624 6.511
O -1.948 5.561 4.648
H -1.198 4.720 7.619
H -1.881 3.632 6.372
H -0.248 4.320 6.151
C -3.260 -2.110 -8.399
N -3.802 -1.108 -7.441
O -3.393 -1.137 -6.297
O -4.610 -0.315 -7.872
H -2.555 -2.742 -7.872
H -4.105 -2.679 -8.777
H -2.775 -1.559 -9.199
C 7.788 2.517 -0.833
N 7.320 2.594 0.578
O 7.642 1.694 1.332
O 6.644 3.550 0.882
H 8.374 1.613 -0.948
H 6.904 2.504 -1.462
H 8.381 3.406 -1.025
C -3.970 -3.952 0.327
N -2.733 -3.981 1.154
O -1.668 -4.097 0.581
O -2.864 -3.885 2.357
H -3.693 -4.049 -0.715
H -4.589 -4.783 0.652
H -4.464 -3.005 0.525
C -2.363 0.999 9.156
N -2.945 2.178 8.456
O -3.272 3.135 9.123
O -3.054 2.107 7.245
H -2.321 1.199 10.217
H -3.002 0.149 8.936
H -1.370 0.842 8.743
C -3.222 -5.938 -4.824
N -3.381 -5.497 -3.412
O -2.931 -6.208 -2.536
O -3.959 -4.446 -3.223
H -2.693 -6.883 -4.825
H -4.219 -6.037 -5.243
H -2.659 -5.162 -5.338
C 0.884 0.830 -9.394
N -0.310 0.015 -9.040
O -0.657 -0.856 -9.810
O -0.870 0.273 -7.993
H 1.265 0.486 -10.341
H 0.559 1.865 -9.448
H 1.606 0.691 -8.595
C -3.244 -2.162 12.587
N -2.550 -1.260 11.629
O -2.556 -0.068 11.861
O -2.018 -1.778 10.669
H -3.663 -1.556 13.381
H -4.016 -2.688 12.035
H -2.503 -2.859 12.965
C -1.176 -2.024 4.423
N -0.250 -1.102 3.711
O -0.731 -0.303 2.933
O 0.933 -1.212 3.962
H -2.187 -1.812 4.100
H -0.888 -3.038 4.165
H -1.050 -1.844 5.487
C 4.307 3.321 -12.008
N 3.055 2.624 -11.604
O 3.128 1.448 -11.307
O 2.037 3.282 -11.597
H 5.122 2.608 -11.964
H 4.156 3.695 -13.016
H 4.456 4.143 -11.314
```

## Properties
- E_tot (eV) = -96031.075
- HOMO (eV) = -8.46
- E_LUMO (eV) = -0.335
- relative energy (zero: lowest compared OMol25 entry of this formula, charge and spin) (eV) = 0.217
- gap between HOMO and LUMO (eV) = 8.13


C18H44BBrI | ωB97M-V/def2-TZVPD

The geometry in XYZ format:
```
65
Properties=species:S:1:pos:R:3
Br -2.122 -0.614 1.846
B -1.757 -2.598 1.362
I -0.049 -3.405 2.697
H -2.725 -3.234 1.633
H -1.333 -2.643 0.248
C 1.530 -1.293 -3.825
C 1.131 0.173 -3.720
C 1.135 0.700 -2.284
C 0.203 -0.046 -1.327
C -1.254 -0.130 -1.775
C -1.913 1.231 -1.951
H 0.828 -1.935 -3.291
H 1.562 -1.626 -4.864
H 2.519 -1.460 -3.389
H 0.136 0.309 -4.155
H 1.811 0.781 -4.325
H 0.872 1.763 -2.300
H 2.157 0.650 -1.891
H 0.232 0.439 -0.347
H 0.576 -1.059 -1.156
H -1.789 -0.694 -1.010
H -1.333 -0.705 -2.704
H -1.855 1.801 -1.021
H -2.969 1.131 -2.212
H -1.432 1.820 -2.737
C 3.446 -4.825 8.722
C 2.009 -5.321 8.611
C 1.589 -5.652 7.179
C 1.677 -4.482 6.197
C 0.904 -3.231 6.617
C -0.585 -3.485 6.819
H 3.586 -3.893 8.172
H 3.729 -4.643 9.760
H 4.144 -5.557 8.307
H 1.333 -4.566 9.024
H 1.883 -6.212 9.233
H 0.566 -6.037 7.192
H 2.215 -6.471 6.806
H 1.298 -4.806 5.224
H 2.726 -4.214 6.034
H 1.029 -2.479 5.836
H 1.337 -2.808 7.531
H -1.023 -3.888 5.903
H -1.114 -2.560 7.055
H -0.771 -4.191 7.632
C 0.627 3.484 -5.555
C -0.184 4.133 -4.441
C -1.693 4.076 -4.677
C -2.172 4.773 -5.952
C -1.766 6.242 -6.071
C -2.283 7.109 -4.931
H 0.495 4.005 -6.506
H 1.693 3.485 -5.323
H 0.322 2.445 -5.700
H 0.134 5.173 -4.313
H 0.036 3.634 -3.494
H -2.205 4.501 -3.809
H -2.004 3.027 -4.715
H -3.264 4.702 -5.997
H -1.800 4.232 -6.827
H -2.137 6.633 -7.023
H -0.675 6.318 -6.121
H -3.371 7.044 -4.855
H -2.020 8.158 -5.075
H -1.871 6.794 -3.970
```

## Properties
- E_tot (eV) = -98203.864
- HOMO (eV) = -4.96
- E_LUMO (eV) = 2.499
- gap between HOMO and LUMO (eV) = 7.46
- total charge = -1


C18H44ClFP2Pt | ωB97M-V/def2-TZVPD

The geometry in XYZ format:
```
67
Properties=species:S:1:pos:R:3
Pt -0.032 0.116 0.143
P 0.138 2.373 0.151
C -1.175 3.107 1.289
C 1.706 3.228 0.692
C -0.364 3.048 -1.523
C -1.481 2.265 2.521
H -2.066 3.080 0.656
C -0.921 4.552 1.712
H -0.212 4.608 2.537
H -1.858 4.986 2.068
H -0.554 5.190 0.914
H -2.141 1.438 2.282
H -1.981 2.888 3.265
H -0.580 1.863 2.980
H -1.372 2.632 -1.590
C 0.442 2.479 -2.685
C -0.464 4.563 -1.637
H -1.336 4.963 -1.128
H -0.551 4.841 -2.690
H 0.424 5.063 -1.247
H 0.983 1.578 -2.411
H 1.158 3.200 -3.076
H -0.236 2.223 -3.501
C 2.148 2.705 2.054
H 1.423 4.277 0.811
C 2.839 3.174 -0.325
H 1.490 3.025 2.858
H 3.148 3.080 2.280
H 2.186 1.619 2.061
H 2.967 2.178 -0.740
H 3.774 3.450 0.167
H 2.685 3.874 -1.142
Cl 2.386 -0.261 0.163
H -0.397 -0.015 1.579
H -0.234 0.111 -1.598
P -0.410 -2.338 -0.135
C -1.642 -2.753 -1.494
C 0.990 -3.535 -0.424
C -1.318 -2.818 1.415
C -1.545 -1.883 -2.740
H -2.594 -2.516 -1.014
C -1.658 -4.225 -1.904
H -0.849 -4.456 -2.596
H -2.593 -4.437 -2.426
H -1.591 -4.918 -1.071
H -1.962 -0.897 -2.569
H -2.114 -2.351 -3.548
H -0.520 -1.768 -3.086
H -2.202 -2.182 1.312
C -0.611 -2.414 2.703
C -1.779 -4.267 1.496
H -2.602 -4.483 0.822
H -2.131 -4.475 2.509
H -0.969 -4.967 1.290
H 0.234 -1.755 2.524
H -0.256 -3.278 3.261
H -1.315 -1.881 3.346
C 1.747 -3.181 -1.702
H 0.494 -4.494 -0.583
C 1.934 -3.699 0.759
H 1.248 -3.545 -2.595
H 2.739 -3.628 -1.671
H 1.866 -2.106 -1.799
H 2.335 -2.749 1.098
H 2.776 -4.326 0.459
H 1.449 -4.191 1.598
F 0.907 -0.988 -1.125
```

## Properties
- E_tot (eV) = -56435.485
- HOMO (alpha / beta) (eV) = -4.15 / -8.14
- E_LUMO (alpha / beta) (eV) = 0.532 / -2.133
- multiplicity = 5
- gap between HOMO and LUMO (alpha / beta) (eV) = 4.68 / 6.01
- <S²> = 6.014